(1)
Density functional theory data (ωB97M-V with the def2-TZVPD basis set) for a molecular structure, C7H7BeO6S at a distorted geometry.

As for the charge: +1. Its HOMO energy is -13.092 eV. The electronic energy is -1134.94431 hartree. Its energy relative to the best compared isomer or geometry (same formula, charge and spin) is 0.0 kcal/mol. The largest force on an atom is 5.25 eV Å⁻¹.

Cartesian coordinates (Å):
1 O -1.782 4.234 -0.180
2 C -0.986 3.454 0.078
3 Be 0.466 0.968 -0.165
4 O -2.116 1.058 -1.596
5 C -1.141 1.075 -0.971
6 C 0.011 -1.489 -0.893
7 O -0.198 -2.608 -0.965
8 C 0.583 -0.005 1.257
9 O 0.903 -0.755 2.079
10 C 1.803 1.268 -1.177
11 O 2.729 1.269 -1.881
12 H 1.100 2.161 0.334
13 C -2.505 -1.662 2.705
14 S -2.137 -0.598 1.305
15 C -3.211 -1.352 0.082
16 O -2.690 0.745 1.623
17 H -2.447 -2.687 2.330
18 H -3.503 -1.388 3.081
19 H -1.751 -1.483 3.480
20 H -3.677 -2.217 0.564
21 H -3.948 -0.585 -0.166
22 H -2.626 -1.646 -0.793

***

(2)
Density functional theory data (ωB97M-V with the def2-TZVPD basis set) for a molecular structure, C28H36MoN2OS6 at a distorted geometry.

Its HOMO energy (spin up / spin down) is -7.284 / -7.821 eV. The spin multiplicity is 3. The electronic energy is -3730.48836 hartree. Its energy relative to the best compared isomer or geometry (same formula, charge and spin) is 23.1 kcal/mol. The largest force on an atom is 3.47 eV Å⁻¹.

Cartesian coordinates (Å):
1 Mo 0.119 -0.606 0.980
2 S 1.742 1.413 4.991
3 C 1.096 0.714 3.605
4 S 1.389 1.294 1.967
5 S 0.326 -0.864 3.452
6 S 0.132 -2.817 0.131
7 C 0.319 -2.431 -1.570
8 N 0.234 -3.491 -2.366
9 C -0.074 -3.231 -3.785
10 C -0.900 -1.950 -3.914
11 N -0.168 -0.850 -3.285
12 C -0.522 0.507 -3.703
13 C 0.182 0.893 -5.033
14 C 1.487 1.452 -5.112
15 C 2.025 1.778 -6.348
16 C 1.355 1.386 -7.516
17 C 0.147 0.733 -7.433
18 C -0.461 0.530 -6.190
19 C 0.448 -1.118 -2.102
20 S 1.336 0.111 -1.151
21 C 0.923 -4.692 -1.966
22 C 0.837 -5.960 -2.758
23 C 1.839 -6.315 -3.693
24 C 1.845 -7.522 -4.353
25 C 0.774 -8.409 -4.211
26 C -0.323 -8.055 -3.414
27 C -0.336 -6.832 -2.730
28 H -0.717 -4.070 -4.118
29 H 0.800 -3.142 -4.385
30 H -1.918 -2.055 -3.557
31 H -1.044 -1.625 -4.962
32 H -0.179 1.112 -2.845
33 H -1.609 0.577 -3.919
34 H 1.921 1.830 -4.164
35 H 3.018 2.218 -6.338
36 H 1.729 1.677 -8.480
37 H -0.305 0.429 -8.388
38 H -1.503 0.218 -6.226
39 H 0.618 -4.999 -0.970
40 H 2.085 -4.472 -1.867
41 H 2.717 -5.677 -3.699
42 H 2.571 -7.747 -5.115
43 H 0.799 -9.322 -4.798
44 H -1.180 -8.718 -3.280
45 H -1.278 -6.559 -2.226
46 C -2.748 1.001 2.900
47 C -2.423 1.073 1.414
48 C -3.698 1.341 0.512
49 C -1.550 2.319 1.148
50 C -1.720 -0.155 0.877
51 H -2.812 1.960 3.381
52 H -1.921 0.519 3.482
53 H -3.660 0.431 3.166
54 H -4.295 0.436 0.580
55 H -3.392 1.510 -0.491
56 H -4.469 3.137 0.238
57 H -2.156 3.133 1.538
58 H -1.300 2.471 0.067
59 H -0.645 2.321 1.757
60 H -2.308 -1.023 0.428
61 O -4.495 2.484 0.969
62 S 3.514 5.966 9.768
63 C 2.539 6.592 8.419
64 C 1.047 6.726 8.812
65 C 0.765 6.113 10.220
66 C 2.120 5.721 10.932
67 H 2.560 5.908 7.541
68 H 2.916 7.593 8.119
69 H 0.378 6.264 8.062
70 H 0.703 7.788 8.721
71 H 0.130 5.199 10.214
72 H 0.254 6.800 10.905
73 H 2.048 4.698 11.305
74 H 2.324 6.333 11.861

***

(3)
Density functional theory data (ωB97M-V with the def2-TZVPD basis set) for a single C22H27BrN2O4 molecule.

Its HOMO energy is -7.831 eV. The electronic energy is -3838.97776 hartree. Its energy relative to the best compared isomer or geometry (same formula, charge and spin) is 0.0 kcal/mol. The largest force on an atom is 0.65 eV Å⁻¹. The SMILES is C=CCOc1c(Br)cc(CNc2ccc(NC(=O)C(C)C)c(OC)c2)cc1OC.

Cartesian coordinates (Å):
1 C 0.328 4.439 -0.491
2 C 1.065 3.879 0.449
3 C 0.739 2.547 1.050
4 O 1.921 1.748 1.008
5 C 1.805 0.404 0.937
6 C 2.775 -0.268 0.199
7 Br 4.144 0.781 -0.583
8 C 2.744 -1.632 -0.017
9 C 1.714 -2.377 0.532
10 C 1.435 -3.773 0.034
11 N 0.727 -3.668 -1.252
12 C -0.337 -2.746 -1.222
13 C -0.275 -1.539 -1.906
14 C -1.255 -0.581 -1.726
15 C -2.318 -0.816 -0.869
16 N -3.286 0.151 -0.566
17 C -3.124 1.502 -0.587
18 O -2.114 2.056 -0.964
19 C -4.366 2.255 -0.115
20 C -5.370 2.294 -1.271
21 C -3.983 3.664 0.326
22 C -2.442 -2.078 -0.258
23 O -3.561 -2.249 0.527
24 C -3.793 -3.520 1.083
25 C -1.454 -3.027 -0.434
26 C 0.783 -1.741 1.348
27 C 0.812 -0.373 1.566
28 O -0.077 0.290 2.364
29 C -1.171 -0.419 2.891
30 H -0.550 3.948 -0.876
31 H 0.571 5.404 -0.903
32 H 1.959 4.348 0.835
33 H -0.069 2.071 0.486
34 H 0.424 2.669 2.096
35 H 3.497 -2.095 -0.637
36 H 2.350 -4.342 -0.131
37 H 0.801 -4.318 0.736
38 H 1.387 -3.398 -1.976
39 H 0.566 -1.328 -2.549
40 H -1.175 0.376 -2.215
41 H -4.114 -0.228 -0.128
42 H -4.810 1.715 0.729
43 H -4.935 2.815 -2.121
44 H -5.646 1.290 -1.586
45 H -6.271 2.822 -0.966
46 H -3.285 3.626 1.159
47 H -3.500 4.188 -0.494
48 H -4.866 4.220 0.630
49 H -3.023 -3.786 1.815
50 H -4.756 -3.450 1.587
51 H -3.842 -4.292 0.309
52 H -1.509 -3.986 0.053
53 H 0.010 -2.338 1.805
54 H -0.849 -1.196 3.592
55 H -1.778 -0.866 2.098
56 H -1.765 0.321 3.426

***

(4)
Density functional theory data (ωB97M-V with the def2-TZVPD basis set) for 15 unconnected molecules or ions with the total composition C45H120O15 at a distorted geometry.

Its HOMO energy is -9.544 eV. The electronic energy is -2915.09506 hartree. Its energy relative to the best compared isomer or geometry (same formula, charge and spin) is 58.9 kcal/mol. The largest force on an atom is 1.96 eV Å⁻¹.

Cartesian coordinates (Å):
1 C -0.070 -0.084 -1.531
2 C -0.526 0.093 -0.097
3 C 0.645 0.456 0.792
4 O -1.474 1.145 -0.080
5 H 0.552 -0.989 -1.607
6 H 0.540 0.755 -1.878
7 H -0.909 -0.227 -2.204
8 H -0.982 -0.845 0.216
9 H 1.321 -0.394 0.912
10 H 0.257 0.735 1.779
11 H 1.200 1.321 0.417
12 H -1.087 1.996 -0.394
13 C -1.330 -5.142 -4.477
14 C -1.201 -3.773 -3.841
15 C -1.609 -3.835 -2.397
16 O 0.161 -3.321 -3.895
17 H -2.363 -5.489 -4.376
18 H -0.667 -5.884 -4.032
19 H -1.082 -5.081 -5.541
20 H -1.863 -3.081 -4.380
21 H -0.991 -4.570 -1.881
22 H -2.649 -4.132 -2.233
23 H -1.510 -2.880 -1.873
24 H 0.315 -2.953 -4.794
25 C -4.187 1.726 4.772
26 C -2.664 1.626 4.674
27 C -2.124 1.973 3.323
28 O -2.035 2.528 5.621
29 H -4.503 2.747 5.013
30 H -4.562 1.105 5.597
31 H -4.710 1.387 3.878
32 H -2.403 0.605 4.987
33 H -1.080 2.279 3.357
34 H -2.630 2.870 2.949
35 H -2.238 1.145 2.624
36 H -2.584 2.545 6.418
37 C -0.553 4.230 1.115
38 C -0.335 4.659 -0.308
39 C 1.142 4.740 -0.669
40 O -1.048 3.707 -1.148
41 H -1.561 4.415 1.475
42 H 0.097 4.761 1.820
43 H -0.250 3.184 1.200
44 H -0.729 5.671 -0.487
45 H 1.695 3.807 -0.532
46 H 1.636 5.580 -0.181
47 H 1.216 4.965 -1.747
48 H -1.065 4.094 -2.036
49 C -3.784 0.371 -2.859
50 C -4.312 0.391 -4.292
51 C -3.601 -0.649 -5.152
52 O -5.725 0.094 -4.235
53 H -4.524 0.789 -2.184
54 H -2.878 0.972 -2.733
55 H -3.613 -0.666 -2.550
56 H -4.247 1.377 -4.748
57 H -2.579 -0.769 -4.789
58 H -3.660 -0.442 -6.219
59 H -4.093 -1.624 -5.045
60 H -5.828 -0.779 -3.837
61 C -4.566 2.820 -0.194
62 C -4.911 1.613 0.661
63 C -6.394 1.260 0.497
64 O -4.120 0.469 0.269
65 H -4.494 2.490 -1.234
66 H -3.593 3.264 0.041
67 H -5.327 3.596 -0.119
68 H -4.733 1.820 1.733
69 H -6.688 0.512 1.237
70 H -6.545 0.809 -0.487
71 H -7.028 2.126 0.666
72 H -3.207 0.748 0.032
73 C 5.370 4.218 0.797
74 C 4.845 3.862 2.175
75 C 3.434 3.283 2.075
76 O 5.715 2.904 2.823
77 H 6.300 4.772 0.820
78 H 4.587 4.768 0.260
79 H 5.450 3.306 0.183
80 H 4.861 4.737 2.829
81 H 2.736 3.899 1.514
82 H 3.013 3.173 3.078
83 H 3.560 2.277 1.661
84 H 5.948 2.232 2.167
85 C 3.459 0.061 -1.807
86 C 4.929 0.349 -1.605
87 C 5.792 -0.860 -1.894
88 O 5.261 1.429 -2.512
89 H 3.294 -0.267 -2.833
90 H 2.912 0.991 -1.620
91 H 3.064 -0.702 -1.136
92 H 5.172 0.661 -0.580
93 H 5.860 -1.124 -2.948
94 H 5.437 -1.738 -1.338
95 H 6.808 -0.753 -1.482
96 H 6.211 1.413 -2.679
97 C 0.088 -2.522 3.990
98 C -1.041 -2.747 4.990
99 C -2.376 -3.103 4.343
100 O -0.639 -3.864 5.875
101 H 0.939 -2.050 4.497
102 H -0.180 -1.825 3.190
103 H 0.525 -3.454 3.619
104 H -1.130 -1.875 5.647
105 H -2.862 -2.254 3.839
106 H -3.093 -3.439 5.091
107 H -2.223 -3.890 3.601
108 H -0.247 -4.564 5.346
109 C 1.264 2.683 7.282
110 C 1.532 2.899 5.787
111 C 1.503 1.578 5.011
112 O 0.524 3.813 5.244
113 H 0.301 2.212 7.437
114 H 1.366 3.608 7.847
115 H 2.077 2.057 7.699
116 H 2.531 3.335 5.680
117 H 2.370 0.948 5.211
118 H 1.383 1.831 3.957
119 H 0.605 1.007 5.279
120 H -0.398 3.518 5.449
121 C -3.632 -3.367 0.902
122 C -5.080 -2.983 0.679
123 C -5.647 -2.407 1.977
124 O -5.233 -2.057 -0.412
125 H -3.539 -3.936 1.826
126 H -3.048 -2.449 1.061
127 H -3.189 -3.916 0.072
128 H -5.639 -3.877 0.390
129 H -5.547 -3.163 2.758
130 H -6.695 -2.149 1.821
131 H -5.122 -1.491 2.252
132 H -4.947 -1.158 -0.086
133 C 1.571 -5.837 1.600
134 C 0.199 -5.304 1.233
135 C 0.246 -3.911 0.652
136 O -0.416 -6.181 0.283
137 H 1.473 -6.911 1.780
138 H 2.113 -5.414 2.456
139 H 2.305 -5.709 0.784
140 H -0.418 -5.300 2.138
141 H -0.688 -3.477 0.318
142 H 0.916 -3.955 -0.231
143 H 0.797 -3.167 1.246
144 H 0.129 -6.149 -0.517
145 C -0.754 -1.089 -7.290
146 C 0.563 -0.854 -6.621
147 C 0.520 -0.114 -5.297
148 O 1.158 -2.153 -6.374
149 H -1.299 -0.166 -7.491
150 H -1.424 -1.738 -6.727
151 H -0.554 -1.535 -8.267
152 H 1.202 -0.265 -7.293
153 H -0.122 -0.631 -4.579
154 H 0.136 0.922 -5.314
155 H 1.520 0.019 -4.874
156 H 2.086 -2.034 -6.146
157 C 4.127 -0.531 2.222
158 C 3.928 -2.011 2.483
159 C 4.526 -2.845 1.385
160 O 4.712 -2.375 3.679
161 H 3.958 -0.315 1.159
162 H 5.132 -0.201 2.493
163 H 3.482 0.127 2.817
164 H 2.882 -2.276 2.669
165 H 5.562 -2.560 1.185
166 H 3.966 -2.683 0.456
167 H 4.538 -3.893 1.673
168 H 4.311 -1.926 4.440
169 C 2.486 3.403 -3.834
170 C 2.994 2.792 -5.127
171 C 3.982 3.696 -5.854
172 O 3.606 1.501 -4.876
173 H 2.244 4.468 -3.916
174 H 3.301 3.370 -3.092
175 H 1.631 2.896 -3.380
176 H 2.143 2.527 -5.767
177 H 4.436 3.062 -6.617
178 H 4.795 3.967 -5.173
179 H 3.521 4.582 -6.279
180 H 4.205 1.583 -4.087

***

(5)
Density functional theory data (ωB97M-V with the def2-TZVPD basis set) for 9 unconnected molecules or ions with the total composition C35H56BO28 at a distorted geometry.

As for the charge: -1. Its HOMO energy is -3.900 eV. The electronic energy is -3498.94837 hartree. The largest force on an atom is 1.05 eV Å⁻¹.

Cartesian coordinates (Å):
1 O 7.804 -1.220 -1.295
2 O 7.467 0.096 -1.692
3 C 6.230 0.110 -2.387
4 C 5.086 0.385 -1.432
5 C 3.647 0.541 -2.077
6 O 2.909 -0.594 -1.715
7 B 3.982 -1.578 -1.328
8 O 4.878 -0.693 -0.543
9 H 7.229 -1.507 -0.562
10 H 6.067 -0.802 -2.951
11 H 6.286 0.920 -3.118
12 H 5.406 1.250 -0.842
13 H 3.746 0.691 -3.163
14 H 3.180 1.409 -1.593
15 H 4.470 -1.927 -2.416
16 H 3.597 -2.562 -0.702
17 C 1.977 6.163 -4.275
18 C 2.799 5.074 -3.633
19 C 4.289 5.286 -3.718
20 O 4.783 3.939 -3.706
21 C 3.808 3.147 -4.229
22 O 3.946 2.006 -4.525
23 O 2.645 3.831 -4.347
24 H 0.917 5.921 -4.220
25 H 2.144 7.117 -3.779
26 H 2.229 6.260 -5.334
27 H 2.489 4.908 -2.612
28 H 4.685 5.851 -2.878
29 H 4.600 5.762 -4.653
30 C 0.588 -1.582 0.144
31 C -0.635 -2.424 -0.099
32 C -0.475 -3.415 -1.221
33 O -1.838 -3.577 -1.670
34 C -2.491 -2.434 -1.379
35 O -3.584 -2.164 -1.788
36 O -1.764 -1.641 -0.577
37 H 0.393 -0.854 0.935
38 H 1.436 -2.199 0.438
39 H 0.867 -1.017 -0.745
40 H -0.940 -2.908 0.827
41 H -0.062 -4.365 -0.894
42 H 0.121 -3.026 -2.048
43 C 10.047 -5.998 -1.296
44 C 8.582 -5.857 -0.964
45 C 7.657 -5.906 -2.158
46 O 6.549 -5.122 -1.717
47 C 7.020 -4.230 -0.802
48 O 6.414 -3.305 -0.390
49 O 8.296 -4.557 -0.437
50 H 10.652 -5.909 -0.394
51 H 10.248 -6.965 -1.758
52 H 10.364 -5.205 -1.974
53 H 8.291 -6.598 -0.211
54 H 7.337 -6.916 -2.409
55 H 8.086 -5.433 -3.046
56 C -1.433 6.617 1.484
57 C -0.812 6.870 0.135
58 C -0.993 5.747 -0.858
59 O 0.168 5.905 -1.693
60 C 1.131 6.477 -0.943
61 O 2.275 6.547 -1.268
62 O 0.627 6.938 0.224
63 H -1.224 7.446 2.161
64 H -2.512 6.499 1.395
65 H -1.015 5.719 1.937
66 H -1.166 7.822 -0.274
67 H -1.905 5.835 -1.443
68 H -0.960 4.762 -0.399
69 C -3.503 -0.741 2.575
70 C -3.531 0.762 2.697
71 C -4.888 1.375 2.480
72 O -4.550 2.686 1.992
73 C -3.346 2.588 1.387
74 O -2.866 3.446 0.712
75 O -2.765 1.401 1.652
76 H -2.489 -1.120 2.701
77 H -4.142 -1.189 3.335
78 H -3.839 -1.068 1.589
79 H -3.107 1.068 3.656
80 H -5.471 1.438 3.387
81 H -5.471 0.861 1.710
82 C -5.558 -0.796 -3.648
83 C -7.023 -0.718 -3.305
84 C -7.954 -0.790 -4.491
85 O -9.098 -0.056 -4.027
86 C -8.654 0.836 -3.104
87 O -9.307 1.729 -2.667
88 O -7.374 0.572 -2.757
89 H -4.951 -0.695 -2.755
90 H -5.321 -1.749 -4.118
91 H -5.275 0.015 -4.322
92 H -7.274 -1.477 -2.560
93 H -8.233 -1.808 -4.753
94 H -7.554 -0.287 -5.374
95 C 3.573 -3.780 3.397
96 C 2.457 -4.789 3.281
97 C 2.638 -5.800 2.174
98 O 1.279 -6.131 1.842
99 C 0.520 -5.052 2.153
100 O -0.607 -4.892 1.807
101 O 1.226 -4.161 2.885
102 H 3.352 -3.058 4.183
103 H 4.516 -4.274 3.631
104 H 3.685 -3.218 2.469
105 H 2.287 -5.283 4.243
106 H 3.184 -6.686 2.490
107 H 3.118 -5.377 1.289
108 C -8.773 1.659 8.163
109 C -8.188 1.787 6.780
110 C -8.506 0.638 5.852
111 O -7.377 0.647 4.969
112 C -6.333 1.172 5.653
113 O -5.205 1.142 5.278
114 O -6.750 1.731 6.813
115 H -8.465 2.498 8.786
116 H -9.861 1.635 8.122
117 H -8.415 0.751 8.650
118 H -8.476 2.744 6.335
119 H -9.430 0.779 5.296
120 H -8.538 -0.326 6.365

***

(6)
Density functional theory data (ωB97M-V with the def2-TZVPD basis set) for 2 unconnected molecules or ions with the total composition CH5BrN2O at a distorted geometry.

Its HOMO energy is -8.364 eV. The electronic energy is -2799.69646 hartree. Its energy relative to the best compared isomer or geometry (same formula, charge and spin) is 69.6 kcal/mol. The largest force on an atom is 3.45 eV Å⁻¹.

Cartesian coordinates (Å):
1 C 0.601 -0.383 -1.392
2 N 0.945 -0.043 -0.237
3 N -0.971 0.726 1.661
4 O -0.401 0.107 -2.068
5 Br 0.186 -0.238 2.621
6 H 1.096 -0.468 1.389
7 H 1.261 -0.855 -2.057
8 H 0.111 0.370 0.223
9 H -1.760 0.133 1.399
10 H -1.068 0.650 -1.538

***

Among the records above, which one has the highest electronic energy? C7H7BeO6S

***

Which value of largest force on an atom does entry 4 give? 1.96 eV Å⁻¹

***

Number 1 is which compound? C7H7BeO6S